Record 1
Computed, not measured: C23H32NW as an isolated structure, with ωB97M-V/def2-TZVPD.

The geometry in XYZ format:
```
57
Properties=species:S:1:pos:R:3:forces:R:3
C 1.134 -2.324 1.039 0.288 0.053 -0.643
C 2.062 -1.461 0.343 -0.436 -0.468 -0.727
C 1.554 -1.278 -1.000 0.420 -0.621 0.455
C 0.317 -2.024 -1.100 0.321 0.038 -0.513
C 0.079 -2.663 0.147 0.234 0.122 -0.184
W 0.187 -0.299 0.396 -2.338 0.288 0.877
C -1.777 1.794 -0.281 -7.689 -2.093 2.609
C -1.689 0.888 0.949 0.198 0.407 0.330
H -1.455 1.500 1.831 -0.397 -0.626 -0.072
C -1.927 -0.510 0.949 -0.389 0.443 1.016
H -2.601 -0.912 0.206 0.093 -0.222 -0.062
H -2.034 -0.979 1.933 0.013 -0.027 -0.288
C -2.498 3.079 -0.088 -0.392 0.300 1.327
H -2.034 3.626 0.729 0.112 0.481 -0.138
H -2.606 3.665 -0.996 0.177 0.121 -0.015
H -3.452 2.764 0.278 -1.008 0.377 0.130
C -2.775 1.030 -1.281 -1.082 -0.202 0.232
H -2.518 0.026 -1.654 -0.351 0.558 0.360
H -3.687 0.870 -0.682 0.109 0.281 -0.284
H -3.029 1.618 -2.167 0.079 0.150 0.195
C 3.242 -0.806 0.953 0.674 -0.030 0.111
H 3.004 -0.312 1.903 0.088 -0.232 -0.186
H 4.015 -1.555 1.146 0.155 0.173 0.013
H 3.642 -0.041 0.283 0.081 -0.121 0.066
C 2.183 -0.448 -2.060 0.770 0.028 -0.486
H 2.353 0.585 -1.721 -0.037 -0.245 -0.205
H 3.160 -0.879 -2.319 -0.154 0.152 -0.107
H 1.571 -0.420 -2.969 0.180 0.023 0.256
C -0.541 -2.186 -2.331 -0.057 -0.156 -0.271
H -0.545 -1.300 -2.987 0.232 -0.436 0.048
H -0.182 -3.015 -2.949 -0.085 0.058 0.109
H -1.594 -2.381 -2.083 0.305 -0.051 0.052
C -0.991 -3.666 0.416 -0.586 -0.226 0.157
H -1.896 -3.510 -0.187 0.362 0.033 0.062
H -0.627 -4.685 0.203 -0.033 0.351 0.011
H -1.321 -3.657 1.459 0.134 0.043 -0.126
C 1.342 -2.957 2.368 -0.075 0.033 0.740
H 0.469 -3.536 2.699 0.267 0.099 -0.247
H 2.215 -3.623 2.354 -0.234 0.143 -0.067
H 1.515 -2.220 3.156 0.147 0.050 -0.042
C -0.533 0.902 -1.735 2.077 2.869 -0.798
C -0.463 1.962 -0.525 5.848 -0.959 -4.919
C -0.485 1.701 -2.874 0.352 -1.968 -0.874
C 0.269 3.185 -0.701 0.683 -0.937 1.251
H -0.831 -0.176 -1.825 -0.173 2.077 0.770
C 0.500 2.681 -3.011 0.156 0.510 0.992
H -1.188 1.523 -3.695 0.769 -0.679 -0.259
C 0.939 3.380 -1.888 1.159 -0.479 -1.267
H 0.472 3.883 0.140 -0.797 -0.506 -0.624
H 0.966 2.814 -3.983 -0.441 0.480 -0.009
H 1.782 4.050 -2.046 -0.325 0.187 0.408
C 1.155 1.194 4.666 -0.086 -0.538 0.538
C 0.825 0.680 3.375 -0.281 0.108 -3.001
N 0.622 0.486 2.240 0.772 0.239 2.738
H 0.440 1.943 4.946 -0.341 0.463 0.185
H 2.146 1.606 4.645 0.489 0.253 0.002
H 1.119 0.390 5.386 0.042 -0.173 0.372
```
Forces are in eV/Å.

## Properties
E_LUMO (spin up / spin down)   -3.058 / -3.546 eV
Molecular weight   506.4 g mol⁻¹
Charge   +1
HOMO (spin up / spin down)   -9.506 / -9.790 eV
Max |F|   8.385 eV/Å
2S+1   3

***

Record 2
Computed, not measured: C4H8NaO4 as an isolated structure, with ωB97M-V/def2-TZVPD.

The geometry in XYZ format:
```
17
Properties=species:S:1:pos:R:3:forces:R:3
O 0.624 -1.416 -1.131 0.145 0.147 0.188
C 0.803 -1.892 0.122 -1.782 0.002 0.120
C 1.544 -0.917 1.034 0.533 -0.155 0.393
O 0.889 0.332 1.106 -1.048 0.389 -0.206
C 1.513 1.372 1.806 0.005 -0.075 -0.384
H 1.371 -2.854 0.181 0.077 0.117 0.077
H -0.230 -2.144 0.668 1.449 0.374 -0.575
H 2.542 -0.723 0.595 -0.011 -0.365 0.384
H 1.549 -1.326 2.064 0.554 0.001 -0.226
H 2.171 1.927 1.116 0.239 -0.100 0.335
H 0.722 2.068 2.115 0.203 -0.211 0.163
H 2.080 0.998 2.675 -0.137 0.207 -0.173
O -2.472 0.487 0.505 -0.662 -1.421 -0.491
C -3.113 0.464 -0.589 0.989 4.104 1.151
O -2.636 1.009 -1.631 -0.460 -1.388 -0.412
Na -0.466 0.542 -0.785 -0.319 -0.516 -0.036
H -4.231 0.452 -0.507 0.226 -1.111 -0.307
```
Forces are in eV/Å.

## Properties
E_LUMO   2.515 eV
Molecular weight   143.1 g mol⁻¹
Charge   -1
HOMO   -3.568 eV
Max |F|   4.376 eV/Å

***

Record 3
Computed, not measured: C8H12N2O2 as an isolated structure, with ωB97M-V/def2-TZVPD.

The geometry in XYZ format:
```
24
Properties=species:S:1:pos:R:3:forces:R:3
C -1.299 3.046 0.032 15.637 2.358 0.790
C -0.607 -0.451 0.224 3.075 -7.538 -4.021
C -0.698 -1.578 1.292 3.637 -0.230 -2.776
C 0.546 -1.546 2.203 0.223 -8.212 1.639
C 1.872 -1.838 1.458 -16.908 -7.240 -4.930
C -0.039 -0.787 -1.145 -7.760 16.135 2.419
C 0.023 0.238 -1.980 3.146 0.427 -4.379
C -0.346 1.671 -1.640 0.387 -1.018 -2.420
H -0.873 3.302 1.212 -0.486 -0.227 -3.822
H -1.013 3.468 -0.941 -0.390 2.388 0.996
H -2.125 2.888 0.168 -16.416 -1.584 2.467
H -1.489 -1.245 1.774 -3.936 0.845 2.836
H -0.929 -2.528 0.728 0.621 0.769 1.053
H 0.956 -0.749 2.541 0.542 6.679 2.729
H 0.596 -2.281 3.237 -0.982 1.708 -2.752
H 1.499 -1.312 0.746 0.206 3.927 -5.570
H 2.632 -1.735 1.795 16.117 3.597 7.833
H 1.883 -3.741 1.871 -0.064 1.793 -4.215
H 0.305 -1.558 -1.126 7.020 -16.003 -1.170
H 0.706 0.104 -3.132 -2.502 0.580 3.779
N -0.862 1.788 -0.416 1.806 -4.817 1.916
N -0.841 0.670 0.495 -3.233 9.865 2.573
O 1.873 -3.168 0.920 0.193 -2.881 4.185
O -0.242 2.624 -2.433 0.065 -1.320 0.843
```
Forces are in eV/Å.

## Properties
ΔE to the lowest compared entry with this formula, charge and spin   299.4 kcal/mol
E_LUMO   0.324 eV
Molecular weight   168.2 g mol⁻¹
HOMO   -9.488 eV
Max |F|   19.042 eV/Å

***

Record 4
Computed, not measured: a 2-piece molecular cluster, C9H14 overall, with ωB97M-V/def2-TZVPD.

The geometry in XYZ format:
```
23
Properties=species:S:1:pos:R:3:forces:R:3
C -2.648 -0.650 1.822 0.740 -0.198 -0.387
C -2.049 -2.037 1.623 -0.557 -0.561 -1.226
H -1.957 0.126 1.497 0.160 -0.082 -0.380
H -3.547 -0.529 1.230 -0.385 0.105 0.408
H -2.742 -0.445 2.870 -0.730 0.086 0.583
H -2.221 -2.411 0.604 0.345 0.572 -0.210
H -0.978 -2.022 1.766 0.122 -0.329 0.419
H -2.554 -2.860 2.134 0.224 0.374 0.861
C 2.326 2.501 -0.128 -0.121 0.432 0.343
C 0.615 -0.883 -0.293 0.508 0.540 -0.654
C 1.259 0.253 0.177 -0.369 -0.103 0.264
C 0.224 -0.952 -1.623 0.129 0.218 -0.451
C 1.515 1.349 -0.643 0.502 -0.469 -0.239
C 0.594 0.070 -2.492 -0.832 0.055 0.638
C 1.183 1.220 -1.984 0.054 0.262 -0.525
H 0.575 -1.736 0.337 -0.542 -0.512 0.508
H 1.497 0.276 1.234 0.317 0.123 -0.015
H -0.402 -1.740 -2.018 0.302 -0.383 0.155
H 0.307 0.000 -3.532 0.074 0.118 -0.061
H 2.609 3.233 -0.883 -0.151 -0.157 -0.209
H 3.250 2.146 0.327 0.031 -0.094 0.007
H 1.353 2.043 -2.672 0.243 0.004 0.102
H 1.792 3.049 0.650 -0.065 0.000 0.069
```
Forces are in eV/Å.

## Properties
ΔE to the lowest compared entry with this formula, charge and spin   10.8 kcal/mol
E_LUMO   1.027 eV
Molecular weight   122.2 g mol⁻¹
HOMO   -9.001 eV
Structure (SMILES)   Cc1ccccc1.CC
Max |F|   1.458 eV/Å

***

Record 5
Computed, not measured: a 2-piece molecular cluster, C6H12Br2O2 overall, with ωB97M-V/def2-TZVPD.

The geometry in XYZ format:
```
22
Properties=species:S:1:pos:R:3:forces:R:3
O 1.063 -1.219 -2.444 -1.141 0.039 1.712
C 0.992 -0.721 -1.327 -2.197 -1.274 -2.452
O -0.141 -0.754 -0.501 1.335 0.596 -0.348
C -1.419 -1.311 -0.904 0.197 -1.285 0.505
C -1.427 -2.845 -0.454 1.109 2.621 -0.921
C 2.128 0.069 -0.876 0.165 0.227 1.320
H -1.582 -1.118 -1.964 0.158 -0.410 -0.047
H -2.189 -0.778 -0.347 0.276 0.283 0.058
H -0.440 -3.106 -0.835 -0.311 -1.023 -0.229
H -2.273 -3.387 -0.876 0.273 -0.125 0.261
H -1.315 -2.840 0.631 -0.549 -0.263 -0.028
H 1.823 0.786 -0.113 0.808 -1.049 -0.414
H 2.458 0.607 -1.765 0.364 -0.157 0.303
H 2.868 -0.631 -0.489 0.273 0.184 -0.113
Br -1.241 1.284 3.375 0.082 0.560 -1.076
C -0.817 2.269 1.694 -0.060 0.228 -0.776
C 0.647 2.057 1.394 0.040 0.095 0.376
Br 1.259 2.865 -0.310 -0.947 1.446 0.852
H -1.048 3.328 1.806 0.037 -0.159 0.496
H -1.393 1.945 0.827 -0.367 -0.534 0.488
H 0.860 0.998 1.249 -0.068 0.188 0.442
H 1.189 2.502 2.228 0.523 -0.190 -0.409
```
Forces are in eV/Å.

## Properties
ΔE to the lowest compared entry with this formula, charge and spin   0.0 kcal/mol
E_LUMO   0.352 eV
Molecular weight   276.0 g mol⁻¹
HOMO   -10.103 eV
Structure (SMILES)   CCOC(C)=O.BrCCBr
Max |F|   3.530 eV/Å

***

Record 6
Computed, not measured: the molecule C2H3N2PS, with ωB97M-V/def2-TZVPD.

The geometry in XYZ format:
```
9
Properties=species:S:1:pos:R:3:forces:R:3
C -1.731 -0.093 -0.825 0.273 0.714 -1.128
C 0.475 -0.233 -0.268 -1.399 1.027 2.102
N -0.420 -0.089 -1.085 0.825 -0.958 0.619
N -0.800 -0.141 1.581 -0.447 0.266 -2.254
P 2.210 -0.229 0.119 0.523 -1.063 0.957
S -2.149 -0.027 0.800 2.045 -0.659 0.872
H -2.293 -0.100 -1.722 -1.406 0.078 -0.077
H 2.059 -0.161 1.578 0.030 0.220 -1.311
H 2.648 1.073 -0.179 -0.443 0.375 0.219
```
Forces are in eV/Å.

## Properties
ΔE to the lowest compared entry with this formula, charge and spin   85.9 kcal/mol
E_LUMO (spin up / spin down)   -0.353 / -0.360 eV
Molecular weight   118.1 g mol⁻¹
HOMO (spin up / spin down)   -8.250 / -8.253 eV
Max |F|   2.726 eV/Å

***

Record 7
Computed, not measured: the molecule C3H8N4O, with ωB97M-V/def2-TZVPD.

The geometry in XYZ format:
```
16
Properties=species:S:1:pos:R:3:forces:R:3
C -0.511 0.413 -0.676 1.615 -0.043 0.013
C -0.298 -0.825 1.315 0.818 -0.072 0.628
C 1.128 -0.264 1.334 0.409 0.332 0.338
H -2.644 0.087 -0.760 0.253 -0.289 0.460
H -0.900 0.921 -2.584 -0.252 -0.194 -0.237
H -0.312 -1.921 1.171 0.275 0.398 -0.124
H -0.793 -0.674 2.277 0.077 0.171 0.035
H 1.813 -0.893 1.920 -0.226 0.053 -0.218
H 1.235 0.762 1.735 -0.738 -0.305 0.273
H 2.578 0.176 -0.051 -0.884 -0.523 0.356
H 1.129 0.367 -1.851 -0.141 0.087 0.412
N -1.254 1.026 -1.647 -1.517 0.027 0.597
N -1.057 -0.193 0.295 -1.020 0.422 -0.938
N 1.629 -0.243 -0.024 1.937 -0.431 -0.986
N 0.880 0.628 -0.894 -0.981 -0.316 0.504
O -2.622 0.632 -1.560 0.375 0.683 -1.113
```
Forces are in eV/Å.

## Properties
ΔE to the lowest compared entry with this formula, charge and spin   89.6 kcal/mol
E_LUMO   0.906 eV
Molecular weight   116.1 g mol⁻¹
HOMO   -8.506 eV
Structure (SMILES)   ONC1=NCCNN1
Max |F|   2.216 eV/Å